No. 1
Density functional theory data (ωB97M-V/def2-TZVPD) for BrH6LiO3 as an isolated structure.

Structure (XYZ):
```
11
Properties=species:S:1:pos:R:3:forces:R:3:lowdin_charge:R:1
Li -0.659850 -0.204226 0.440644 0.17 -0.62 0.07 0.50
Br -1.612782 -2.241983 1.449940 0.15 0.49 -0.21 -0.54
O -0.754872 1.826832 0.499219 0.33 0.08 -0.08 -0.09
H -1.312998 2.604156 0.391345 -0.09 -0.20 0.05 0.06
H 0.152182 2.144199 0.388274 -0.14 -0.12 -0.01 0.05
O -0.318602 -0.821495 -1.553765 -0.22 0.32 -0.30 -0.13
H -1.204902 -0.842103 -1.939307 0.10 -0.08 0.08 0.06
H 0.095768 -1.627293 -1.881309 -0.06 -0.06 0.29 0.06
O 1.510666 -0.164032 0.632887 0.12 0.36 0.19 -0.10
H 2.163034 -0.608431 0.081073 -0.19 -0.03 -0.04 0.06
H 1.942356 -0.065624 1.490998 -0.18 -0.14 -0.04 0.07
```
Positions in Å, forces in eV/Å.

Computed properties:
frontier orbital gap	7.29	eV
charge	0
E_LUMO	-0.013	Ha
E_HOMO	-7.640	eV
E_tot	-76490.247	eV

***

No. 2
Density functional theory data (ωB97M-V/def2-TZVPD) for C4H4LiO5Tm as an isolated structure in a non-equilibrium geometry.

Structure (XYZ):
```
15
Properties=species:S:1:pos:R:3:forces:R:3:lowdin_spin:R:1
O -1.660887 -1.395131 -0.702138 -0.92 -1.46 -0.53 0.00
C -1.172175 -0.530560 -1.526841 -2.90 2.46 -1.24 0.00
O -1.807542 -0.159105 -2.510475 0.92 -1.14 0.50 0.00
O -0.051894 0.056533 -1.109615 1.47 -0.90 0.06 0.01
C -0.015729 1.208757 -0.227430 1.01 -0.48 -0.84 0.07
C 0.531717 0.808227 1.127553 -1.38 3.53 0.68 0.49
H -1.035775 1.599733 -0.114994 0.24 0.18 0.11 0.02
H 0.647681 1.907433 -0.751696 -0.40 -0.03 0.27 0.00
H -0.256503 0.876783 1.895309 -0.22 -2.16 0.48 0.04
H 0.974589 1.700777 1.583675 0.85 -0.07 -0.59 0.01
O 2.646723 0.373619 1.243041 2.60 -4.62 0.02 -0.12
O 1.865574 -1.703502 1.283496 3.70 -0.54 0.06 0.09
C 2.774818 -0.878191 1.270294 -5.74 4.91 -0.09 0.31
Li -3.126723 -1.928138 -2.288350 0.29 0.74 -0.08 0.00
Tm -0.313877 -1.937233 0.828171 0.46 -0.42 1.19 1.07
```
Positions in Å, forces in eV/Å.

Computed properties:
multiplicity	3
frontier orbital gap (spin up / spin down)	7.88 / 5.27	eV
charge	+2
E_LUMO (spin up / spin down)	-0.352 / -0.386	Ha
E_HOMO (spin up / spin down)	-17.444 / -15.780	eV
⟨S²⟩	2.066
E_tot	-44165.603	eV